[1]
Computed, not measured: C29H27N5O3Pt as an isolated structure in a non-equilibrium geometry, with wB97M-V/def2-TZVPD.

CARTESIAN COORDINATES (ANGSTROEM)
1 Pt 0.31 -0.88 -1.21
2 O -0.80 -1.80 -2.66
3 O -0.28 -2.08 0.33
4 O -1.42 5.66 0.64
5 N -0.33 3.86 1.41
6 N -2.63 3.76 0.77
7 N 1.58 -0.07 0.03
8 N 1.14 0.31 -2.56
9 N -1.93 0.48 -0.71
10 C -1.46 4.48 0.93
11 C 1.89 -2.01 1.43
12 C -4.10 1.94 0.19
13 C 1.24 -0.02 -3.83
14 C -0.61 -1.72 -3.94
15 C 1.19 2.40 2.55
16 C -3.15 -0.03 -0.77
17 C -0.87 0.98 3.70
18 C 2.43 -3.94 2.80
19 C -0.19 -1.79 -6.74
20 C 0.44 0.60 3.97
21 C -0.13 2.75 2.26
22 C -1.76 1.69 -0.20
23 C 0.58 -2.59 1.15
24 C 0.57 -0.96 -5.95
25 C 2.09 1.19 -0.48
26 C -1.36 -2.56 -4.79
27 C -1.18 -2.58 -6.15
28 C -2.82 2.47 0.27
29 C 1.46 1.34 3.39
30 C -1.16 2.04 2.86
31 C 0.78 -0.52 4.90
32 C 2.78 -2.73 2.25
33 C 1.15 -4.46 2.61
34 C 0.38 -0.87 -4.56
35 C 2.31 -0.79 0.87
36 C 0.24 -3.79 1.82
37 C -4.27 0.68 -0.34
38 C 2.20 1.14 -2.01
39 H 1.36 1.96 -0.21
40 H 3.15 -4.49 3.39
41 H 2.01 2.98 2.14
42 H -0.11 -0.91 5.39
43 H -1.69 0.45 4.17
44 H 0.87 -5.40 3.06
45 H 3.30 -0.43 1.14
46 H 3.76 -2.31 2.43
47 H -3.42 4.38 0.63
48 H 3.18 0.72 -2.30
49 H -3.22 -1.02 -1.20
50 H -2.11 -3.19 -4.32
51 H -0.75 2.06 -0.18
52 H 2.49 1.08 3.61
53 H 1.34 -0.34 -6.39
54 H -2.18 2.32 2.69
55 H 2.13 2.16 -2.41
56 H 1.48 -0.19 5.65
57 H 2.07 0.40 -4.40
58 H -4.95 2.52 0.53
59 H -0.02 -1.82 -7.80
60 H 3.05 1.44 -0.03
61 H -5.25 0.24 -0.42
62 H -0.75 -4.17 1.65
63 H 0.47 4.48 1.35
64 H 1.24 -1.34 4.35
65 H -1.79 -3.23 -6.77

- Energy above the lowest of the compared OMol25 structures with the same formula, charge and spin: 23.4 kcal/mol
- LUMO: -0.023 eV
- Frontier orbital gap: 0.2656 Ha
- Multiplicity: 1

---

[2]
Computed, not measured: a 5-piece molecular cluster, C29H27NO8Si overall in a non-equilibrium geometry, with wB97M-V/def2-TZVPD.

CARTESIAN COORDINATES (ANGSTROEM)
1 Si 4.02 -0.61 -0.26
2 O 5.70 6.28 0.27
3 O -12.66 -7.56 -1.56
4 O -7.69 -5.74 -0.16
5 O 5.27 2.34 -0.31
6 O -3.05 -4.17 1.88
7 O 9.65 5.09 -1.46
8 O -10.92 -2.56 -1.18
9 O 7.44 11.27 0.64
10 N 2.50 -1.59 -0.39
11 C 1.70 -1.35 0.89
12 C 7.04 10.13 0.55
13 C 7.93 8.98 0.83
14 C -5.81 -6.28 1.16
15 C 8.65 4.46 -1.19
16 C -4.11 -4.53 1.41
17 C 8.64 3.44 -0.12
18 C 6.28 3.99 -1.64
19 C 5.64 9.83 0.17
20 C 7.53 2.75 0.17
21 C 6.10 7.42 0.35
22 C -10.43 -4.86 -0.99
23 C -12.26 -6.41 -1.47
24 C 5.21 8.57 0.08
25 C 6.10 -2.54 1.32
26 C -6.62 -5.38 0.31
27 C -13.15 -5.27 -1.75
28 C -4.65 -5.88 1.67
29 C -11.32 -3.71 -1.27
30 C -12.71 -4.01 -1.66
31 C -6.09 -4.02 0.05
32 C 5.32 -1.62 0.78
33 C -10.87 -6.11 -1.08
34 C 0.43 -2.38 0.88
35 C -1.00 -1.57 0.87
36 C -4.93 -3.63 0.56
37 C 7.39 4.68 -1.93
38 C 7.49 7.72 0.74
39 C 6.27 2.97 -0.57
40 H 4.65 -0.40 -1.58
41 H -9.41 -4.62 -0.71
42 H -13.35 -3.16 -1.86
43 H 5.00 10.68 -0.03
44 H -14.17 -5.51 -2.03
45 H 7.51 2.00 0.95
46 H 8.95 9.22 1.11
47 H 0.46 -3.08 1.79
48 H 2.39 -1.63 1.78
49 H -1.02 -0.76 1.70
50 H -6.70 -3.38 -0.57
51 H 6.59 -3.55 1.61
52 H 3.75 0.66 0.41
53 H 9.57 3.28 0.40
54 H -1.15 -1.01 -0.14
55 H 0.44 -3.08 -0.06
56 H 8.13 6.87 0.94
57 H -4.52 -2.64 0.38
58 H 4.19 8.33 -0.20
59 H 2.86 -2.57 -0.27
60 H 1.38 -0.24 1.00
61 H 7.41 5.43 -2.71
62 H 5.35 4.14 -2.17
63 H -1.86 -2.35 0.97
64 H -10.23 -6.96 -0.88
65 H -6.22 -7.27 1.34
66 H -4.04 -6.53 2.29

- Energy above the lowest of the compared OMol25 structures with the same formula, charge and spin: 48.4 kcal/mol
- LUMO: -1.900 eV
- Frontier orbital gap: 0.2701 Ha
- Multiplicity: 1
- SMILES: O=C1C=CC(=O)C=C1.O=C1C=CC(=O)C=C1.O=C1C=CC(=O)C=C1.O=C1C=CC(=O)C=C1.C#C[SiH2]NCCC

---

[3]
Computed, not measured: C29H27O3P2ReS2 as an isolated structure, with wB97M-V/def2-TZVPD.

CARTESIAN COORDINATES (ANGSTROEM)
1 Re -2.26 0.40 -0.15
2 S -1.80 0.46 2.27
3 S -1.62 1.07 -2.39
4 P 0.21 0.62 -1.57
5 P 0.01 -0.21 1.56
6 O -3.92 1.54 0.12
7 O -6.05 1.51 0.80
8 O -3.87 -1.00 -0.28
9 C -5.65 -0.28 -1.79
10 C 0.33 -1.91 2.05
11 C 1.41 0.77 2.10
12 C 0.20 -2.95 1.13
13 C -5.25 -0.42 -0.34
14 C 3.63 2.30 2.72
15 C -5.10 0.99 0.29
16 C 2.36 2.85 2.81
17 C 0.80 -4.52 2.85
18 C 2.20 -0.89 -4.76
19 C 1.88 -1.52 -2.07
20 C 2.59 4.39 -0.54
21 C 1.20 4.42 -0.51
22 C 0.44 -4.25 1.53
23 C -0.35 -0.11 -0.12
24 C 2.71 -2.30 -2.87
25 C 1.15 2.13 -1.24
26 C 2.69 0.21 2.00
27 C 1.25 2.09 2.50
28 C 0.48 3.28 -0.85
29 C -6.16 -1.31 0.47
30 C 1.38 -0.11 -3.97
31 C 3.79 0.98 2.31
32 C 3.26 3.24 -0.92
33 C 0.68 -2.18 3.37
34 C 1.22 -0.43 -2.62
35 C 2.87 -1.98 -4.21
36 C 2.54 2.11 -1.27
37 C 0.91 -3.48 3.77
38 H 2.82 -0.82 1.70
39 H 4.34 3.22 -0.95
40 H 2.23 3.88 3.13
41 H -7.15 -0.87 0.49
42 H -0.08 -2.74 0.10
43 H 0.25 2.51 2.57
44 H 3.22 -3.15 -2.44
45 H 0.98 -5.54 3.16
46 H 1.75 -1.76 -1.02
47 H 3.51 -2.59 -4.83
48 H 0.86 0.74 -4.40
49 H 0.35 -5.06 0.82
50 H 1.18 -3.69 4.79
51 H 3.14 5.28 -0.27
52 H -5.73 -1.26 -2.27
53 H -4.92 0.33 -2.34
54 H 4.79 0.55 2.25
55 H 0.67 5.32 -0.22
56 H -6.62 0.20 -1.85
57 H -3.78 -1.72 -0.92
58 H -0.60 3.31 -0.84
59 H 2.33 -0.66 -5.81
60 H 3.07 1.21 -1.58
61 H 0.77 -1.37 4.08
62 H 4.50 2.90 2.97
63 H -5.81 -1.40 1.49
64 H -6.23 -2.31 0.02

- Energy above the lowest of the compared OMol25 structures with the same formula, charge and spin: 8.0 kcal/mol
- LUMO (alpha / beta): -3.451 / -3.743 eV
- Charge: +1
- Frontier orbital gap (alpha / beta): 0.2865 / 0.2977 Ha
- Expectation value of S²: 3.791
- Multiplicity: 4

---

[4]
Computed, not measured: C29H28AsGeN3O5RuS4Se as an isolated structure in a non-equilibrium geometry, with wB97M-V/def2-TZVPD.

CARTESIAN COORDINATES (ANGSTROEM)
1 Ru -2.19 -1.22 0.70
2 Se -2.14 -0.23 3.51
3 As -2.72 -3.75 2.55
4 Ge -2.33 -1.59 -2.99
5 S -0.97 -3.08 1.35
6 S -3.19 -2.34 -1.12
7 S -3.37 -5.66 2.00
8 S -4.17 -2.23 1.98
9 O 1.26 5.18 -0.06
10 O -3.48 0.33 0.38
11 O -3.97 2.50 0.62
12 O 0.48 5.37 2.07
13 O 0.22 -1.42 -0.94
14 N -0.88 0.77 0.72
15 N -0.42 2.00 3.92
16 N 0.68 0.12 3.90
17 C 2.92 3.52 4.41
18 C -0.23 0.40 -3.57
19 C 0.13 3.37 0.90
20 C -1.70 1.83 0.72
21 C 0.34 1.67 -3.60
22 C -1.72 2.60 -2.79
23 C -1.24 3.14 0.82
24 C 1.55 3.55 4.26
25 C 0.52 -5.08 -4.57
26 C 0.43 0.99 0.81
27 C -0.40 2.77 -3.19
28 C 2.67 -1.20 -0.78
29 C -0.69 -3.04 -4.97
30 C -1.15 -3.03 -3.65
31 C 1.47 -2.11 -0.98
32 C 0.91 2.33 4.11
33 C -3.19 1.56 0.58
34 C 1.61 1.13 4.10
35 C 0.05 -5.09 -3.26
36 C -2.28 1.33 -2.76
37 C 3.63 2.31 4.41
38 C 2.99 1.09 4.25
39 C 1.00 -1.28 3.78
40 C 0.97 2.26 0.88
41 C -0.56 0.66 3.78
42 C -0.78 -4.07 -2.81
43 C -1.53 0.22 -3.12
44 C 0.69 4.82 0.98
45 C 0.15 -4.05 -5.42
46 H -1.19 2.64 3.81
47 H 4.70 2.33 4.53
48 H -2.31 3.46 -2.50
49 H 3.46 4.45 4.50
50 H -1.00 -2.25 -5.64
51 H 2.80 -0.90 0.26
52 H 0.08 -1.86 3.89
53 H -1.13 -4.07 -1.78
54 H 1.71 -1.57 4.55
55 H 1.42 -1.50 2.79
56 H -1.97 3.93 0.84
57 H 3.58 -1.73 -1.08
58 H 1.00 4.48 4.22
59 H 0.34 -0.45 -3.93
60 H 0.32 -0.58 -1.41
61 H 3.54 0.16 4.25
62 H 1.57 -2.62 -1.94
63 H 2.58 -0.30 -1.38
64 H 2.05 2.39 0.93
65 H -3.31 1.21 -2.44
66 H 0.52 -4.04 -6.44
67 H 1.16 -5.88 -4.93
68 H -3.53 -1.54 -3.95
69 H 1.41 -2.88 -0.20
70 H 0.06 3.75 -3.16
71 H 1.05 0.11 0.83
72 H 0.33 -5.89 -2.59
73 H 1.36 1.80 -3.94

- Energy above the lowest of the compared OMol25 structures with the same formula, charge and spin: 38.6 kcal/mol
- LUMO (alpha / beta): -0.417 / -0.645 eV
- Charge: -1
- Frontier orbital gap (alpha / beta): 0.1997 / 0.1811 Ha
- Expectation value of S²: 1.248
- Multiplicity: 2

---

[5]
Computed, not measured: C29H28AsNO2S5Y as an isolated structure in a non-equilibrium geometry, with wB97M-V/def2-TZVPD.

CARTESIAN COORDINATES (ANGSTROEM)
1 Y -0.41 0.10 0.13
2 As -1.71 1.05 -2.25
3 S -1.20 -2.67 0.00
4 S 3.80 -1.79 1.58
5 S 1.04 -0.99 -1.88
6 S 2.25 1.30 0.62
7 S -0.66 2.81 0.44
8 O -1.70 0.27 2.00
9 O -2.92 0.08 0.19
10 N 0.76 -0.94 1.95
11 C -0.08 -5.33 -2.80
12 C 6.05 1.65 -0.44
13 C -2.61 0.70 1.23
14 C 0.13 -1.32 4.61
15 C -3.14 2.08 1.47
16 C 0.18 -2.08 2.36
17 C -0.91 2.21 -3.61
18 C 1.89 1.18 2.41
19 C -2.24 -0.45 -3.41
20 C -0.17 -2.29 3.67
21 C 0.88 -4.64 -3.53
22 C -2.28 3.12 1.08
23 C -4.00 4.69 1.73
24 C -2.74 4.43 1.21
25 C -4.40 2.34 1.99
26 C 5.94 -0.56 0.50
27 C 0.82 -0.19 4.21
28 C 0.58 -2.64 -2.16
29 C 4.71 1.80 -0.15
30 C 1.20 -3.33 -3.22
31 C 6.67 0.44 -0.10
32 C -3.44 1.96 -2.19
33 C -0.37 -3.36 -1.42
34 C 3.96 0.79 0.45
35 C -0.70 -4.68 -1.75
36 C 1.12 -0.03 2.86
37 C -4.83 3.65 2.13
38 C 4.56 -0.46 0.80
39 C 0.03 -3.13 1.30
40 H -1.34 -0.94 -3.78
41 H -0.27 -4.08 1.73
42 H -0.34 -6.35 -3.05
43 H -0.77 3.20 -3.17
44 H 0.06 1.82 -3.92
45 H 1.11 0.57 4.91
46 H 1.33 2.09 2.64
47 H -1.46 -5.19 -1.16
48 H -5.03 1.52 2.28
49 H 2.85 1.22 2.93
50 H 4.21 2.73 -0.40
51 H -4.13 1.36 -1.61
52 H -4.33 5.72 1.83
53 H -2.09 5.23 0.89
54 H 1.95 -2.80 -3.79
55 H -3.32 2.93 -1.69
56 H -5.81 3.86 2.54
57 H 1.39 -5.13 -4.36
58 H -1.57 2.28 -4.47
59 H -0.67 -3.21 3.95
60 H 6.42 -1.49 0.76
61 H -2.85 -0.11 -4.25
62 H 0.99 -3.22 0.79
63 H 6.61 2.45 -0.92
64 H -3.82 2.11 -3.20
65 H -2.80 -1.16 -2.82
66 H 7.72 0.29 -0.31
67 H -0.14 -1.45 5.65

- Energy above the lowest of the compared OMol25 structures with the same formula, charge and spin: 35.8 kcal/mol
- LUMO: 2.450 eV
- Charge: -1
- Frontier orbital gap: 0.2226 Ha
- Multiplicity: 1

---

[6]
Computed, not measured: C29H28BrN4O11SeY as an isolated structure, with wB97M-V/def2-TZVPD.

CARTESIAN COORDINATES (ANGSTROEM)
1 Y 0.00 1.29 0.29
2 Br 2.47 0.71 2.63
3 Se 2.03 3.60 0.28
4 O -0.78 0.86 2.37
5 O -4.22 -0.39 0.03
6 O -1.88 3.05 0.60
7 O 1.89 2.20 -0.64
8 O 0.44 -0.35 -1.27
9 O 3.47 3.74 0.99
10 O 1.48 -0.83 -3.47
11 O 1.57 4.88 -0.60
12 O -2.22 0.31 3.98
13 O -2.07 0.22 0.03
14 O 0.83 3.19 1.37
15 N 1.31 -1.55 0.92
16 N 0.89 -2.34 -0.07
17 N -0.91 2.15 -1.99
18 N -2.11 3.27 -5.84
19 C 3.58 -1.60 3.73
20 C -0.56 3.34 -2.50
21 C 3.22 -5.34 4.17
22 C -3.65 1.65 1.12
23 C -0.94 3.75 -3.77
24 C 4.50 -5.69 4.59
25 C -0.48 -3.72 -2.42
26 C -1.89 0.94 2.98
27 C -2.12 3.28 2.01
28 C 3.87 -3.02 4.00
29 C -3.92 4.13 0.70
30 C -3.25 2.83 0.23
31 C -3.29 0.36 0.36
32 C -0.37 -4.54 -3.54
33 C -2.07 1.66 -4.02
34 C 2.27 -1.95 1.66
35 C 2.80 -1.13 2.74
36 C 0.14 -2.48 -2.36
37 C 0.37 -4.09 -4.63
38 C 5.46 -4.70 4.74
39 C 5.14 -3.38 4.46
40 C -1.70 2.89 -4.56
41 C 0.04 -1.64 -1.10
42 C -2.86 2.00 2.44
43 C -3.09 4.47 1.96
44 C 0.99 -2.85 -4.60
45 C 0.88 -2.03 -3.46
46 C -1.65 1.34 -2.74
47 C 2.91 -4.02 3.88
48 H -3.69 4.54 2.87
49 H 1.56 -2.48 -5.44
50 H 1.59 -2.96 -0.46
51 H 1.90 -3.76 3.58
52 H -0.86 -5.50 -3.57
53 H 2.74 -2.92 1.50
54 H -1.91 0.39 -2.28
55 H -2.54 5.40 1.83
56 H 5.90 -2.61 4.57
57 H -1.06 -4.05 -1.57
58 H 4.74 -6.72 4.82
59 H -2.66 0.96 -4.58
60 H 4.04 -0.89 4.40
61 H -4.98 3.97 0.91
62 H 6.45 -4.95 5.09
63 H -3.83 4.90 -0.06
64 H -1.17 3.46 2.50
65 H 0.07 3.97 -1.88
66 H -2.29 2.49 -6.45
67 H 0.47 -4.70 -5.52
68 H -0.61 4.72 -4.13
69 H -3.58 2.21 3.23
70 H 2.46 -6.11 4.06
71 H -1.50 3.94 -6.27
72 H -0.99 -1.68 -0.71
73 H -3.30 2.64 -0.84
74 H 1.19 -0.40 -2.59
75 H -4.72 1.63 1.31

- LUMO: 4.011 eV
- Charge: -2
- Frontier orbital gap: 0.2728 Ha
- Multiplicity: 1

---

[7]
Computed, not measured: C29H28Cl2N6O4Tl as an isolated structure in a non-equilibrium geometry, with wB97M-V/def2-TZVPD.

CARTESIAN COORDINATES (ANGSTROEM)
1 Tl 0.72 0.25 0.03
2 Cl -3.53 5.43 -1.53
3 Cl -1.28 5.67 -3.90
4 O 1.95 -4.31 2.41
5 O 0.82 -2.66 1.48
6 O 2.98 3.32 -2.52
7 O -1.85 3.21 2.32
8 N 0.25 0.47 3.03
9 N 3.09 -1.06 2.36
10 N 2.94 0.00 -2.07
11 N 1.45 2.23 -1.13
12 N -2.36 -2.63 0.25
13 N -0.35 2.21 0.86
14 C -1.31 -2.53 -0.88
15 C -2.45 -1.80 -3.00
16 C -1.92 -0.25 4.65
17 C -3.74 -2.92 -0.22
18 C -1.77 3.95 -0.31
19 C 3.20 -2.37 1.74
20 C 0.39 3.18 -1.21
21 C 5.57 0.22 -1.07
22 C -1.98 4.65 -1.48
23 C -2.68 0.54 -3.51
24 C 1.94 -3.21 1.92
25 C -1.97 0.82 3.76
26 C 0.18 3.98 -2.33
27 C -0.56 3.16 -0.15
28 C -1.61 -1.47 -1.87
29 C -1.83 0.85 -2.46
30 C 0.35 -0.49 3.94
31 C -0.93 1.15 2.96
32 C 2.56 2.38 -1.80
33 C -2.95 -0.83 -3.79
34 C 4.76 1.32 -1.29
35 C -0.70 -0.87 4.76
36 C 3.44 1.18 -1.72
37 C -1.01 4.68 -2.47
38 C 5.06 -1.02 -1.47
39 C -1.21 -0.11 -1.64
40 C -1.07 2.31 1.97
41 C -2.24 -1.48 1.17
42 C 3.76 -1.04 -1.95
43 H -1.19 -1.46 1.50
44 H 0.94 4.02 -3.14
45 H 3.96 -3.00 2.25
46 H -2.85 1.48 3.67
47 H -0.32 -2.45 -0.44
48 H -2.89 -1.78 2.04
49 H -3.53 -1.08 -4.67
50 H 5.62 -1.97 -1.44
51 H -4.15 -2.21 -0.94
52 H 3.41 -2.00 -2.36
53 H 3.41 -2.34 0.65
54 H -2.51 -0.57 0.61
55 H -1.48 1.89 -2.31
56 H 6.57 0.33 -0.75
57 H 3.96 -0.59 2.21
58 H 2.39 -0.51 1.88
59 H -2.66 -2.86 -3.19
60 H -2.53 3.96 0.44
61 H -1.28 -3.53 -1.37
62 H -0.54 -1.70 5.46
63 H -2.95 1.32 -4.21
64 H -2.76 -0.52 5.27
65 H -4.38 -2.87 0.69
66 H 0.96 -1.69 1.21
67 H 5.14 2.31 -1.10
68 H 1.37 -0.92 4.03
69 H -3.82 -3.91 -0.67
70 H -2.04 -3.46 0.84

- LUMO: 1.739 eV
- Charge: -1
- Frontier orbital gap: 0.2190 Ha
- Multiplicity: 1